Here is a cluster of 2 separate species, C11H19BNO2 in total at a distorted geometry from OMol25. Energies are from ωB97M-V/def2-TZVPD.

Values from the calculation:
Total energy = -17971.388 eV
Strongest force on any atom = 3.3 eV/Å
HOMO = -12.49 eV
2S+1 = 1
Orbital gap = 9.851 eV
Total charge = +1

Each line ends with the Löwdin charge.
Geometry (Å):
B 2.014 1.755 -0.730  -0.657
C 3.535 -1.925 0.925  -0.077
C 2.978 -1.973 -0.320  -0.099
C 3.515 -0.726 1.642  -0.064
C 2.425 -0.824 -0.811  -0.084
C 3.002 0.447 1.133  -0.043
C 2.371 0.405 -0.134  -0.131
C -3.276 -1.045 -0.113  0.107
C -2.412 0.205 -2.062  -0.019
C -0.237 -0.755 0.982  0.000
C -1.716 1.191 1.090  0.001
C -2.238 -0.362 -0.673  -0.266
N -1.072 0.194 0.173  -0.127
O 2.727 2.861 -0.550  0.271
O 0.854 1.721 -1.539  0.109
H 4.025 -2.794 1.345  0.113
H 2.972 -2.981 -0.932  0.160
H 3.934 -0.752 2.715  0.142
H 1.986 -0.876 -1.837  0.135
H 3.027 1.345 1.670  0.104
H -4.056 -1.390 -0.778  0.091
H 0.773 2.526 -2.087  0.126
H -3.240 -1.411 0.900  0.073
H -3.196 0.922 -2.054  0.085
H -1.603 0.778 -2.414  0.057
H -2.563 -0.617 -2.725  0.092
H 0.471 -0.065 1.524  0.110
H -0.794 -1.354 1.804  0.142
H 0.349 -1.395 0.354  0.078
H -2.055 0.702 2.067  0.130
H -0.974 1.920 1.404  0.096
H -2.629 1.586 0.448  0.151
H -0.360 0.673 -0.396  0.115
H 2.475 3.617 -0.989  0.080